# 1
{"formula": "C24H31N3O6S", "method": "wB97M-V/def2-TZVPD", "symbols": ["C", "H", "O", "C", "C", "C", "C", "C", "C", "H", "O", "C", "H", "H", "H", "C", "H", "H", "C", "N", "C", "O", "C", "H", "H", "H", "H", "H", "C", "O", "N", "C", "C", "C", "N", "S", "O", "O", "C", "C", "C", "C", "C", "C", "H", "H", "H", "H", "H", "C", "C", "H", "H", "H", "H", "H", "H", "H", "H", "H", "H", "H", "H", "H", "H"], "positions_angstrom": [[-4.41468, 1.60731, 0.48910], [-5.06690, 2.01625, -0.42656], [-3.90163, 0.43843, -0.21204], [-2.90662, -0.33191, 0.61645], [-2.44621, -0.14162, 1.84846], [-1.60945, -0.86014, 2.71775], [-0.95520, -1.85373, 2.18501], [-1.43616, -2.36096, 0.66880], [-2.34159, -1.55846, 0.04419], [-2.58541, -1.60890, -1.02106], [-0.97752, -3.38547, 0.25453], [-0.99754, -3.66784, -1.19959], [-0.14306, -4.38950, -1.63134], [-2.07061, -3.72631, -1.49212], [-0.59227, -2.72229, -1.85918], [-0.03488, -2.72206, 2.92070], [-0.16219, -2.64099, 3.82902], [-0.08046, -3.77831, 2.54515], [1.21491, -2.30992, 2.49692], [1.74452, -2.51598, 1.33861], [2.99440, -2.27949, 0.71928], [3.70624, -1.46644, 1.58246], [3.12364, -2.62651, -0.61146], [2.76036, -3.52207, -0.70263], [4.15124, -2.91876, -0.94376], [2.74869, -1.88854, -1.43663], [1.27274, -2.98416, 0.57331], [1.85819, -2.83797, 3.29112], [1.48811, -0.73567, 3.03845], [1.65683, -0.31842, 4.05849], [1.08096, -0.04443, 1.87336], [1.35005, 1.33793, 1.91266], [2.63435, 1.92744, 1.44896], [2.97588, 1.61439, -0.07502], [1.69954, 1.85812, -0.79708], [0.80134, 0.54962, -1.57209], [2.07722, -0.18178, -2.46306], [0.22298, -0.14664, -0.61740], [-0.14707, 1.32094, -2.73703], [0.35527, 2.02542, -3.64364], [-0.36965, 2.84054, -4.72638], [-1.80717, 2.64347, -4.32238], [-2.24506, 1.80253, -3.45114], [-1.33100, 1.23558, -2.60132], [-1.88654, 0.51092, -1.72966], [-3.38488, 1.82065, -3.56292], [-2.36749, 3.11913, -5.37038], [0.09260, 3.34293, -5.68270], [1.41658, 2.00144, -3.96465], [0.64737, 2.66081, 0.00375], [0.11689, 2.09676, 1.15661], [-0.31029, 2.90301, 1.74475], [-0.72946, 1.39487, 0.82380], [-0.12382, 2.98601, -0.84675], [1.16287, 3.84822, -0.02982], [3.02426, 0.74486, -0.08113], [3.70815, 2.19104, -0.50287], [2.82172, 2.97091, 1.73981], [3.35629, 1.37326, 2.01091], [1.19618, 2.00575, 3.09065], [1.01446, -0.39765, 0.85402], [-1.47182, -0.56836, 3.70934], [-3.06250, 0.73753, 2.45340], [-4.94282, 1.23479, 1.49416], [-3.57289, 2.33043, 0.77982]], "multiplicity": 1, "e_tot_ha": -1946.2417, "gap_ev": 8.2}

---

# 2
{"formula": "C3H12N2O3", "method": "wB97M-V/def2-TZVPD", "symbols": ["N", "C", "C", "N", "C", "O", "H", "H", "H", "H", "H", "H", "H", "H", "H", "H", "O", "H", "H", "O"], "positions_angstrom": [[2.85320, -0.48049, 1.54611], [1.90056, 0.32796, 0.90613], [0.49551, -0.44813, 0.75894], [0.17628, -0.99897, -0.39886], [-0.94993, -1.83466, -0.78630], [-0.27140, -0.26288, 1.67618], [2.95544, -1.46093, 1.26933], [2.95089, -0.46764, 2.55773], [1.82227, 1.25740, 1.47254], [2.24893, 0.53341, -0.09798], [0.83421, -0.84289, -1.15070], [-1.60477, -1.26789, -1.45554], [-0.41977, -2.56165, -1.43259], [-1.47814, -2.41294, -0.03457], [-2.67182, 0.92588, 4.10496], [-1.56000, 0.27934, 3.17978], [-1.82372, 0.44938, 4.09595], [-2.21245, 2.48728, -5.73083], [-1.51428, 3.46073, -4.77315], [-1.73101, 3.31768, -5.70711]], "multiplicity": 2, "total_charge": 1, "e_tot_ha": -456.3959, "gap_ev": [9.8, 4.9]}

---

# 3
{"formula": "C3H8N4O", "method": "wB97M-V/def2-TZVPD", "symbols": ["C", "C", "C", "H", "H", "H", "H", "H", "H", "H", "H", "N", "N", "N", "N", "O"], "positions_angstrom": [[-1.63342, -1.24769, -0.70645], [-1.61924, 0.82405, 0.70443], [0.87276, 0.12776, 0.62686], [-1.41492, -0.87336, -1.72293], [-2.37676, -2.00876, -0.67338], [-0.70014, -1.56571, -0.30620], [-2.08391, 1.86199, 1.07640], [-0.06024, 1.16252, 2.12154], [2.58027, -0.71859, 0.65132], [0.35579, 1.07083, -1.11748], [1.17095, -0.90063, -1.56017], [-2.30386, 0.03533, -0.11880], [-0.26704, 0.77392, 1.15675], [1.71098, -0.75973, 1.10958], [1.16403, 0.71447, -0.66940], [1.83494, -0.20012, -1.57064]], "smiles": "[H]/N=C(\\NO)N/C=N\\C", "multiplicity": 1, "e_tot_ha": -413.2482, "gap_ev": 10.2}

---

What are the ΔE to the lowest compared entry with this formula, charge and spin values for these records? In order: 2340.5; 116.2; 440.8 kJ/mol.
What are the maximum force values for these records? In order: 19.66; 2.57; 5.04 eV/Å.